# 1
The following is a quantum chemistry calculation of 9 unconnected molecules or ions with the total composition C25H60N2O11P in a non-equilibrium geometry, from the OMol25 dataset.

ORCA input file:
```
! RIJCOSX wB97M-V def2-TZVPD def2/J DEFGRID3
* xyz 1 1
C 4.603 -2.744 1.982
C 4.764 -2.074 0.569
N 5.873 -1.459 0.372
C 3.691 -2.163 -0.575
C 2.436 -1.278 -0.352
C 2.434 0.063 0.193
N 1.278 0.804 0.327
C 0.037 0.338 -0.061
P -1.498 1.430 0.103
O -1.351 2.442 1.212
C -0.099 -1.010 -0.606
C 1.120 -1.832 -0.765
C 0.951 -3.256 -1.376
O 1.151 -4.214 -0.688
O 0.616 -3.448 -2.707
H 3.928 -3.645 1.958
H 4.340 -2.014 2.785
H 5.624 -3.154 2.230
H 5.907 -1.082 -0.583
H 3.446 -3.249 -0.746
H 4.202 -1.828 -1.526
H 3.384 0.551 0.511
H 1.277 1.766 0.695
H -1.594 2.192 -1.109
H -2.694 0.674 0.256
H -1.092 -1.407 -0.930
H -0.303 -3.151 -2.855
C -2.869 0.057 4.398
C -4.023 0.218 3.428
O -4.386 1.590 3.321
H -3.142 0.440 5.383
H -2.582 -0.993 4.496
H -1.999 0.629 4.063
H -4.895 -0.337 3.776
H -3.753 -0.155 2.431
H -3.612 2.074 3.003
C -1.683 4.392 -4.311
C -1.163 4.945 -2.999
O -0.538 3.908 -2.233
H -2.403 3.591 -4.131
H -2.166 5.174 -4.899
H -0.868 3.963 -4.901
H -1.981 5.353 -2.405
H -0.434 5.740 -3.173
H 0.191 3.558 -2.759
C 1.327 -8.180 -1.598
C 0.976 -7.724 -3.001
O 0.174 -6.546 -2.954
H 0.422 -8.381 -1.022
H 1.937 -9.085 -1.624
H 1.878 -7.400 -1.065
H 0.408 -8.496 -3.522
H 1.882 -7.511 -3.579
H 0.685 -5.865 -2.500
C 4.794 -9.539 -3.145
C 5.231 -8.259 -3.831
O 6.500 -7.838 -3.340
H 4.733 -9.392 -2.064
H 3.817 -9.864 -3.512
H 5.518 -10.338 -3.318
H 4.516 -7.457 -3.637
H 5.304 -8.403 -4.914
H 7.132 -8.543 -3.522
C -2.030 5.746 2.841
C -2.906 6.181 1.684
O -2.122 6.349 0.504
H -1.247 6.484 3.029
H -2.620 5.619 3.751
H -1.529 4.801 2.611
H -3.388 7.134 1.905
H -3.685 5.438 1.486
H -1.706 5.500 0.309
C -4.140 4.281 7.592
C -5.008 4.719 6.427
O -4.218 4.885 5.253
H -3.357 5.017 7.783
H -4.736 4.158 8.498
H -3.642 3.334 7.368
H -5.486 5.674 6.645
H -5.789 3.980 6.225
H -3.805 4.035 5.059
C -1.182 10.054 2.764
C -1.176 9.668 4.231
O -2.443 9.946 4.817
H -1.413 11.115 2.649
H -0.213 9.852 2.302
H -1.952 9.498 2.221
H -0.422 10.239 4.774
H -0.956 8.602 4.354
H -3.104 9.432 4.340
C 1.587 -4.536 -6.608
C 0.164 -4.880 -7.006
O -0.137 -6.225 -6.660
H 2.294 -5.205 -7.103
H 1.830 -3.505 -6.877
H 1.728 -4.662 -5.531
H 0.032 -4.775 -8.083
H -0.552 -4.219 -6.504
H -0.028 -6.311 -5.703
*
```


# 2
The following is a quantum chemistry calculation of 5 unconnected molecules or ions with the total composition C22H62Cl4N9O3P3 in a non-equilibrium geometry, from the OMol25 dataset.

Properties
- Relative energy (zero: lowest compared OMol25 entry of this formula, charge and spin): 1.5 kJ/mol
- Structure (SMILES): CN(C)P(=O)(N(C)C)N(C)C.CN(C)P(=O)(N(C)C)N(C)C.CN(C)P(=O)(N(C)C)N(C)C.ClCCCl.ClCCCl

ORCA input file:
```
! RIJCOSX wB97M-V def2-TZVPD def2/J DEFGRID3
* xyz 0 1
C -3.098 -3.728 -4.345
N -2.229 -2.876 -3.548
C -2.950 -2.014 -2.609
P -0.669 -2.562 -3.953
O -0.106 -1.585 -2.998
N 0.130 -4.027 -3.960
C -0.324 -5.079 -3.051
C 1.576 -3.930 -4.096
N -0.582 -2.134 -5.544
C -0.258 -0.758 -5.924
C -0.900 -3.021 -6.642
H -3.617 -4.407 -3.662
H -2.530 -4.385 -5.001
H -3.787 -3.145 -4.963
H -3.855 -2.523 -2.271
H -3.282 -1.144 -3.182
H -2.343 -1.814 -1.733
H -0.645 -5.993 -3.563
H 0.502 -5.419 -2.419
H -1.140 -4.691 -2.447
H 2.079 -3.919 -3.121
H 1.956 -4.811 -4.621
H 1.838 -3.032 -4.653
H 0.526 -0.387 -5.265
H 0.120 -0.729 -6.942
H -1.094 -0.063 -5.801
H -0.434 -2.712 -7.577
H -1.978 -3.024 -6.852
H -0.622 -4.055 -6.439
C 2.156 0.411 3.423
N 2.661 0.833 4.703
C 4.099 0.992 4.804
P 1.693 1.120 6.027
O 2.305 2.019 7.015
N 0.228 1.611 5.434
C 0.200 2.748 4.519
C -0.896 1.603 6.342
N 1.321 -0.398 6.629
C 2.275 -0.981 7.550
C 0.716 -1.332 5.694
H 1.143 0.018 3.452
H 2.758 -0.417 3.030
H 2.118 1.203 2.660
H 4.588 0.186 4.242
H 4.397 0.860 5.840
H 4.472 1.913 4.346
H 0.168 3.692 5.089
H 1.115 2.845 3.941
H -0.707 2.792 3.921
H -1.782 2.101 5.950
H -1.259 0.586 6.542
H -0.671 2.000 7.338
H 2.010 -2.000 7.825
H 3.304 -0.948 7.160
H 2.343 -0.405 8.475
H 0.079 -2.042 6.230
H 1.488 -1.974 5.245
H 0.176 -0.754 4.957
C 0.734 2.063 -0.110
N -0.694 2.021 0.193
C -1.394 0.921 -0.434
P -1.391 3.497 0.441
O -0.628 4.444 1.262
N -1.766 4.151 -1.043
C -2.605 3.452 -1.991
C -1.132 5.395 -1.474
N -2.891 3.123 1.072
C -2.968 2.327 2.282
C -3.935 4.128 0.994
H 0.880 2.167 -1.194
H 1.229 2.890 0.390
H 1.133 1.083 0.167
H -2.456 1.129 -0.537
H -1.261 -0.016 0.115
H -1.004 0.778 -1.450
H -2.062 2.743 -2.626
H -3.403 2.935 -1.453
H -3.134 4.146 -2.649
H -1.140 6.130 -0.671
H -0.092 5.212 -1.762
H -1.654 5.797 -2.341
H -2.837 2.946 3.179
H -3.960 1.876 2.381
H -2.229 1.530 2.233
H -3.977 4.694 1.929
H -4.911 3.668 0.792
H -3.815 4.789 0.138
Cl 2.857 1.509 -3.324
C 2.889 -0.145 -3.940
C 4.242 -0.805 -3.896
Cl 5.439 -0.020 -4.974
H 2.498 -0.142 -4.953
H 2.254 -0.786 -3.323
H 4.127 -1.816 -4.280
H 4.675 -0.784 -2.901
Cl 0.838 -3.507 1.992
C 0.706 -2.115 0.887
C 1.577 -2.199 -0.341
Cl 3.279 -1.790 -0.091
H 0.956 -1.237 1.480
H -0.316 -1.969 0.541
H 1.224 -1.418 -1.019
H 1.339 -3.106 -0.897
*
```


| no. | frontier orbital gap (eV) |
| --- | --- |
| 1 | 5.639 |
| 2 | 8.339 |